DFT (the ωB97M-V functional and the def2-TZVPD basis) results for a cluster of 14 separate species, C34H90N6O14S8 in total in a non-equilibrium geometry.

```
152
Properties=species:S:1:pos:R:3:forces:R:3:mulliken_charge:R:1
C -1.327753 1.331078 4.967652 0.0348 -1.1951 1.4477 0.171
O -0.560118 0.764491 5.754093 -0.2013 0.3649 -0.6811 -0.708
N -2.270122 2.187333 5.408297 0.0864 -0.1138 -0.5921 0.210
C -3.214103 2.919754 4.539095 1.0812 -0.9387 0.3599 -0.660
C -2.396302 2.386643 6.841551 -0.7019 -1.0949 -0.3527 -1.055
H -1.345370 1.001749 3.921860 -0.1415 0.6493 -0.3043 0.419
H -2.920013 3.954660 4.594060 -0.3127 0.5823 -0.1774 0.356
H -4.233981 2.772592 4.904537 0.0982 0.0373 -0.2727 0.351
H -3.073666 2.564152 3.511203 -0.3154 0.1241 0.2375 -0.029
H -2.748141 3.380950 6.954552 -0.4373 0.8777 0.5844 0.383
H -3.105931 1.642473 7.259482 0.0483 0.5332 -0.1839 0.276
H -1.488744 2.224225 7.386639 0.6965 0.1060 -0.1205 0.323
C 4.623102 3.647121 2.153001 2.4394 0.4596 0.0932 -0.075
O 4.872803 3.418554 0.989771 -0.2557 -0.2728 -0.5950 -0.669
N 3.442128 3.850106 2.683265 -1.6348 0.7206 -0.0918 0.498
C 3.273206 4.605364 3.923866 -1.2258 -0.9207 -0.2534 -0.918
C 2.316409 3.734710 1.761832 -0.1221 0.8279 -0.8434 -1.090
H 5.458088 3.754459 2.869496 -0.0767 -0.0136 0.1707 0.330
H 2.517519 5.395044 3.783864 0.5351 -0.0154 -0.1109 0.312
H 4.197632 4.989747 4.306309 0.5079 0.2951 -0.0734 0.358
H 2.854924 3.941745 4.678570 -0.0379 -0.0536 0.2602 0.254
H 2.577666 3.074681 0.881630 -0.5562 0.5016 1.3642 0.124
H 1.444557 3.472144 2.337286 -0.3308 -0.8134 -0.0153 0.422
H 2.017010 4.730916 1.352629 0.5778 -0.3850 0.0582 0.386
C -5.284133 4.145604 0.527838 2.3745 -1.3421 -0.1159 -0.059
O -4.340916 4.369140 1.304941 -1.6149 -0.2685 -0.7290 -0.528
N -5.342118 3.050288 -0.303958 -1.5646 1.3354 0.9888 0.454
C -6.479936 2.970663 -1.268383 2.5072 -1.2801 -0.5070 -0.938
C -4.438074 1.935326 -0.168954 -0.6950 -0.0361 1.3310 -1.064
H -6.105172 4.825854 0.359155 -0.4363 0.4955 0.1200 0.335
H -6.842232 3.948524 -1.383023 -0.5066 1.3565 -0.3901 0.376
H -7.336430 2.338746 -1.000899 0.5577 -0.2733 0.1582 0.272
H -5.958260 2.649997 -2.224952 -1.1977 0.2527 0.8522 0.285
H -3.622215 1.989369 -0.827127 0.9290 -0.1056 -1.2630 0.285
H -4.026661 1.809075 0.826355 0.0483 0.7066 0.3818 0.137
H -5.012339 1.042723 -0.237635 -0.3488 -0.9477 -0.7631 0.458
C -2.498879 -1.869786 -5.590129 -1.2419 -0.8377 1.7564 0.317
O -1.714163 -1.851759 -6.518944 -0.0416 -0.1085 0.0923 -0.640
N -3.340733 -0.819336 -5.262015 1.5079 1.3532 -1.1857 0.129
C -4.060030 -0.540498 -4.012080 -0.2703 -1.1630 -0.7152 -0.777
C -3.174742 0.420972 -6.117081 -0.6743 0.3458 0.5745 -0.907
H -2.659989 -2.820606 -4.914141 0.2150 1.6932 -0.9216 0.170
H -4.938536 0.013848 -4.324485 -0.4394 -0.0712 0.1572 0.360
H -3.506156 0.128602 -3.376777 0.4991 0.0789 0.4477 0.202
H -4.370608 -1.467727 -3.480069 0.4194 0.5948 -0.4040 0.297
H -2.267246 0.421736 -6.741478 -0.7033 -0.5653 0.1205 0.281
H -4.113867 0.573080 -6.679398 0.5725 -0.4035 -0.3361 0.353
H -3.129764 1.388169 -5.564083 0.1966 -0.9511 0.5179 0.213
C 3.659016 -2.881669 2.599986 0.0795 0.9905 -1.8773 -0.170
O 2.529201 -2.567335 2.915011 -0.8083 -0.0805 0.5535 -0.530
N 4.069039 -2.837283 1.287120 1.9115 -0.6389 -0.4483 0.343
C 3.156629 -2.484886 0.150824 -0.4393 0.8395 2.6744 -0.493
C 5.576486 -2.861525 0.962075 -1.9997 0.0064 1.7618 -0.798
H 4.403102 -3.123166 3.386415 0.1667 -0.1771 -0.6568 0.326
H 3.041747 -1.374930 0.103008 -0.0565 -0.7967 -0.1067 -0.224
H 2.182970 -2.968145 0.323204 0.2868 0.3235 0.0440 0.285
H 3.538879 -2.845356 -0.758039 0.8006 -0.5092 -1.0932 0.317
H 6.052672 -3.234740 1.901462 -0.0698 -0.0609 -1.0524 0.297
H 5.789150 -3.422502 0.054155 -0.0943 -0.2610 0.2808 0.247
H 5.893469 -1.841132 0.839533 0.1446 0.4629 -0.2023 0.234
C 3.693621 0.460221 2.200644 1.7252 -0.9508 -1.2885 0.034
O 4.863809 0.190196 1.889486 -0.6428 0.3287 0.9581 -0.742
N 3.277362 0.837724 3.409504 0.1593 -1.0357 0.6276 1.179
C 1.861351 1.004248 3.685398 0.8200 0.1942 0.3927 -1.699
C 4.254389 0.735547 4.543491 -0.1214 0.4782 -1.5997 -1.198
H 2.965179 0.325535 1.399283 -0.7552 0.5186 0.2107 0.408
H 1.563490 0.264455 4.383914 -0.4058 -0.5431 0.9711 0.930
H 1.209323 0.855683 2.841487 0.2202 0.2159 -0.7147 -0.011
H 1.734066 1.996929 4.105477 -0.4333 0.1027 0.1299 0.194
H 5.115199 1.257645 4.099351 0.1759 -0.3984 0.7565 0.341
H 3.854080 1.292562 5.369662 -0.1638 0.3305 0.3895 0.339
H 4.542800 -0.279845 4.909239 -0.4878 0.5503 -0.7572 0.239
C 4.743663 1.696501 -2.487063 -0.6866 0.1046 -0.0774 -0.930
S 5.115735 0.427498 -1.289681 -0.5567 2.4164 2.1323 0.993
O 5.695393 -0.663217 -2.039225 1.1364 -2.3168 -1.5047 -0.704
C 6.550513 1.280799 -0.450889 -1.0901 -0.3297 -0.5982 -1.020
H 3.943030 1.334532 -3.175866 0.6725 0.2530 0.6086 -0.077
H 5.657753 1.928590 -2.990776 0.5424 -0.0022 -0.7124 0.560
H 4.448520 2.592598 -1.950502 -0.3657 0.0909 0.1215 0.326
H 6.862064 0.514960 0.244758 0.5118 -0.1514 -0.0205 0.234
H 6.247975 2.142070 0.126962 -0.3849 0.0911 -0.0058 0.187
H 7.269021 1.584526 -1.208792 0.2103 -0.3935 -0.0398 0.493
C -1.114736 5.806485 -2.370024 -0.4955 0.0782 -0.9206 -1.093
S -2.455229 4.824368 -1.672770 -0.7165 0.6130 -0.0181 0.433
O -2.687830 3.661775 -2.566753 0.0860 -0.5488 -0.3006 -0.557
C -1.641492 4.214508 -0.229194 0.7657 -0.4321 0.0939 -0.279
H -1.492289 6.158042 -3.348884 -0.0007 -0.0953 0.5254 0.377
H -0.172629 5.315366 -2.578707 0.1318 -0.4911 0.3670 0.253
H -0.988238 6.657221 -1.724993 0.1806 0.4185 0.2882 0.407
H -2.287337 3.758594 0.516528 -0.4382 -0.2442 -0.5437 0.038
H -1.221205 5.048947 0.305282 0.5591 0.4659 0.0096 0.553
H -0.883694 3.524306 -0.623099 0.0821 0.1142 0.4610 -0.097
C 0.906216 -0.107589 -6.208829 0.6826 -1.9215 1.3396 -1.276
S 0.154117 0.070969 -4.566483 0.8319 1.0188 0.5545 0.865
O 1.018429 -0.635460 -3.563013 -0.1124 -0.3774 -0.5103 -0.717
C 0.581716 1.845509 -4.209877 0.2916 -0.8214 -0.9114 -0.429
H 0.269981 0.386622 -6.883117 -0.8892 0.4054 -1.0939 0.469
H 0.943494 -1.236853 -6.378860 -0.1436 1.6397 0.0143 0.254
H 1.893508 0.337916 -6.223335 0.2583 -0.0382 0.0875 0.438
H 0.002692 2.046978 -3.329191 0.3158 0.1250 0.8121 -0.157
H 0.151076 2.511530 -4.951416 0.1980 0.0211 -0.4565 0.440
H 1.700354 1.938820 -4.114321 -1.2978 -0.1081 0.0920 0.151
C -3.522825 -4.027040 1.341520 -1.0006 0.7689 -1.4986 -0.491
S -4.446511 -2.484084 0.998722 0.9182 -0.2463 -0.2044 0.387
O -3.383687 -1.510674 0.564799 -0.1763 0.2043 0.2031 -0.560
C -5.200002 -2.973470 -0.541568 -1.9188 -0.0368 0.5338 -0.625
H -4.291540 -4.808123 1.342690 0.4361 -0.1022 0.4970 0.423
H -3.032924 -3.785577 2.262130 0.3867 -0.5083 0.6421 0.243
H -2.841986 -4.172093 0.478723 -0.2382 0.0957 0.6033 -0.067
H -6.107487 -3.617514 -0.353122 1.0585 0.3899 -0.1218 0.430
H -4.468959 -3.452020 -1.166042 0.2740 -0.1149 -0.5462 0.033
H -5.602836 -2.030514 -0.945160 0.3887 -0.3515 -0.1422 0.224
C -0.059137 -0.927003 0.797226 -1.4144 0.4507 -0.0088 -0.207
S -0.280580 0.718172 0.107052 0.8687 0.3908 -0.0943 0.290
O 1.063430 1.248265 -0.337175 -0.6507 -0.1476 0.0378 -0.402
C -1.192480 0.148404 -1.370407 -1.0154 -1.4953 1.4672 1.211
H 0.613384 -1.035730 1.657247 0.2964 0.1369 -0.6956 0.410
H 0.076988 -1.534548 -0.101638 0.4670 -0.4590 0.7573 -0.736
H -1.081383 -1.037074 1.200651 0.1880 -0.6671 -0.2291 0.316
H -0.595923 -0.650477 -1.851134 -0.0996 0.7509 -0.0450 -0.581
H -1.316272 1.050294 -1.978507 -0.4064 -0.3893 0.0069 -0.227
H -2.166747 -0.384573 -0.959601 1.6301 1.4699 -0.9260 -0.105
C -0.522117 -3.600319 -2.044895 0.2913 0.9201 -0.8829 0.681
S -1.617746 -4.906644 -2.461943 0.2438 -1.2530 0.2927 0.218
O -2.838780 -4.241954 -2.958814 -1.3935 0.6751 -0.0631 -0.607
C -0.779765 -5.387539 -3.960734 -0.4154 0.2099 0.8535 -0.801
H 0.492953 -3.937410 -1.809723 -0.1952 -0.0600 0.0133 0.333
H -0.989476 -3.062721 -1.220117 0.0739 0.0658 -0.0517 -0.345
H -0.517197 -2.991026 -2.986844 0.2138 -0.0366 0.9985 -0.359
H -1.194982 -6.300527 -4.313144 -0.5435 -0.6674 -0.3870 0.520
H 0.220639 -5.572677 -3.638797 1.0496 0.1218 -0.3176 0.254
H -0.989450 -4.555672 -4.624256 0.5176 0.0242 -0.3419 0.180
C 2.844284 -4.711466 -5.542918 -0.6838 -1.4339 -0.1722 -1.254
S 2.225175 -3.792626 -4.151808 1.0547 0.6090 0.6345 0.963
O 2.480568 -4.651926 -2.936450 -0.4553 -0.0032 -0.4464 -0.696
C 3.625864 -2.616047 -4.042353 -0.7454 -2.0661 -0.9887 -1.037
H 2.608260 -4.284580 -6.505659 -0.6271 0.1939 -0.1816 0.347
H 2.434505 -5.735252 -5.411430 -0.1541 0.6596 -0.3726 0.341
H 3.892029 -4.861551 -5.565835 1.2985 0.1431 0.5423 0.411
H 3.401725 -2.056466 -3.196297 -0.0009 0.9846 1.6681 -0.075
H 3.613975 -1.962228 -4.887999 0.3677 0.2629 -0.6933 0.495
H 4.462551 -3.324510 -3.939384 0.0008 0.8390 -0.0094 0.555
C -0.730500 -2.478502 6.783429 -0.0288 -0.4141 -2.6692 -0.782
S -2.488685 -2.592675 6.080777 0.6459 0.0907 -0.4356 0.491
O -2.512295 -3.151234 4.657613 0.5137 0.4070 1.9567 -0.608
C -3.018277 -3.911129 7.224775 0.3455 -0.9572 -1.7502 -0.980
H -0.482397 -3.546475 6.808249 0.5883 0.3803 -0.0195 0.416
H -0.679243 -2.050920 7.768083 -0.3884 0.3254 0.3229 0.377
H -0.091550 -1.882846 6.034946 -1.0455 -0.9742 1.2082 0.049
H -4.035200 -4.089443 6.820892 0.5147 -0.3734 0.7084 0.308
H -3.008466 -3.505880 8.205695 -0.2928 0.4673 0.9060 0.404
H -2.354136 -4.834261 7.221756 -0.8809 1.1243 -0.3816 0.274
```
Positions in Å, forces in eV/Å.

## Properties
Charge: 0
LUMO energy: 0.36 eV
Multiplicity: 1
Orbital gap: 8.12 eV